14
Properties=species:S:1:pos:R:3:forces:R:3:lowdin_charge:R:1 method="wB97M-V/def2-TZVPD" total_energy_ha=-266.54960 spin_multiplicity=1 de_lowest_kcal_mol=108.18 e_homo_ev="-9.38 / -8.60" charge=0
C -2.766 -0.617 0.338 0.53 -3.75 -0.61 -0.23
C 0.342 -0.440 -0.499 -1.09 2.17 -0.36 -0.51
C 1.279 -0.741 0.620 0.81 0.41 -1.26 -0.03
C 0.285 1.128 -0.822 -1.22 -2.00 -2.02 -0.04
N -2.541 0.529 0.542 0.52 4.33 0.77 0.10
N -0.476 -1.163 -1.061 0.75 -1.00 -0.88 0.18
H -1.904 -1.155 -0.196 -1.62 -0.09 0.45 0.02
H -3.625 -1.122 0.752 -0.61 -0.47 0.00 0.06
H 2.108 -0.067 0.356 0.25 -0.51 0.74 0.09
H 1.585 -1.774 0.683 0.04 -0.19 -0.01 0.08
H 0.816 -0.408 1.520 -0.24 0.24 0.83 0.08
H 1.179 1.282 -1.359 1.50 0.58 -0.17 0.05
H -0.492 1.480 -1.576 0.47 -0.84 1.49 0.10
H 0.241 1.581 0.123 -0.10 1.10 1.03 0.05